# 1
Density functional theory data (ωB97M-V with the def2-TZVPD basis set) for one molecule with the formula C21H19N3O3 in a non-equilibrium geometry.

```
46
C21H19N3O3 ωB97M-V with the def2-TZVPD basis set
O 1.722 3.579 -1.690
N -2.192 -0.249 0.139
O -3.671 0.209 -1.648
O 0.909 -3.044 3.714
C 0.738 2.921 -1.593
C -0.964 0.240 0.466
C -0.212 -5.948 3.351
C -2.562 0.534 -0.959
C -1.690 1.546 -1.353
C -0.048 -4.800 2.623
C 0.957 0.629 3.804
C -0.857 3.777 -4.788
C -2.065 3.075 -4.583
C 1.182 -0.725 4.083
C 0.439 0.963 2.536
C 0.160 -1.418 1.976
C -0.027 3.763 -3.750
C -2.415 2.603 -3.316
C 0.850 -1.712 3.181
C -0.023 -0.100 1.633
C -0.279 3.118 -2.522
C -1.472 2.491 -2.351
N -0.592 1.224 -0.561
N 0.706 1.865 -0.769
C 1.219 -4.117 2.727
C 2.058 0.067 -1.688
C 1.957 1.114 -0.537
H -4.027 -0.626 -1.333
H -1.137 -6.546 3.520
H 0.598 -6.520 3.786
H -0.923 -4.534 2.117
H 1.175 1.256 4.616
H -0.596 4.106 -5.778
H -2.797 2.842 -5.384
H 1.561 -0.902 5.053
H 0.290 2.004 2.304
H -0.219 -2.272 1.389
H 0.939 4.219 -3.817
H -3.323 2.029 -3.292
H 1.412 -3.733 1.761
H 2.044 -4.743 3.007
H 1.356 -0.761 -1.611
H 1.783 0.437 -2.695
H 3.071 -0.364 -1.527
H 2.106 0.730 0.473
H 2.857 1.773 -0.713
```

* net charge: 0
* E_HOMO: -7.6 eV
* energy above the lowest of the compared OMol25 structures with the same formula, charge and spin: 143.87 kcal/mol
* orbital gap: 7.87 eV
* LUMO level: 0.011 Eh

Electronic structure analysis, Löwdin charges in units of e:
1 O 0.110
2 N 0.174
3 O 0.069
4 O -0.062
5 C -0.485
6 C -0.144
7 C 0.030
8 C -0.316
9 C -0.073
10 C -0.156
11 C -0.051
12 C -0.068
13 C -0.035
14 C -0.017
15 C -0.017
16 C 0.027
17 C -0.008
18 C -0.011
19 C -0.210
20 C -0.147
21 C -0.085
22 C -0.139
23 N 0.101
24 N 0.051
25 C -0.187
26 C -0.063
27 C -0.149
28 H 0.110
29 H 0.063
30 H 0.050
31 H 0.084
32 H 0.090
33 H 0.107
34 H 0.117
35 H 0.106
36 H 0.104
37 H 0.126
38 H 0.119
39 H 0.110
40 H 0.098
41 H 0.120
42 H 0.056
43 H 0.089
44 H 0.083
45 H 0.099
46 H 0.134

---

# 2
Density functional theory data (ωB97M-V with the def2-TZVPD basis set) for C44H60N7O4PSSe2W as an isolated structure in a non-equilibrium geometry.

```
120
C44H60N7O4PSSe2W ωB97M-V with the def2-TZVPD basis set
W 0.886 0.817 -0.802
N 0.987 -7.737 -6.735
C 1.050 -6.812 -6.057
C 1.108 -5.661 -5.195
C 1.395 -5.825 -3.842
C 1.400 -4.728 -3.001
C 1.099 -3.460 -3.496
C 0.848 -3.298 -4.861
C 0.860 -4.390 -5.709
C 1.000 -2.301 -2.579
C -0.207 -1.593 -2.546
C -1.394 -1.911 -3.214
C -2.329 -0.926 -2.909
C -1.702 -0.050 -2.045
N -0.424 -0.431 -1.789
C 2.109 -1.955 -1.826
C 3.393 -2.519 -1.924
C 4.240 -1.793 -1.104
C 3.467 -0.806 -0.522
N 2.163 -0.873 -0.930
H 1.606 -6.815 -3.459
H 1.595 -4.858 -1.943
H 0.674 -2.305 -5.254
H 0.675 -4.265 -6.767
H -1.548 -2.773 -3.844
H -3.350 -0.859 -3.251
H -2.085 0.864 -1.634
H 3.657 -3.357 -2.552
H 5.293 -1.949 -0.936
H 3.816 -0.056 0.163
N 3.416 3.100 -0.447
N 3.625 2.669 0.860
C 2.827 1.770 1.505
O 3.001 1.486 2.649
O 1.816 1.215 0.740
H 4.240 2.912 -1.006
H 3.268 4.103 -0.449
H 4.342 3.091 1.429
O 2.245 5.624 -4.087
C 1.139 4.978 -4.693
C 0.799 3.729 -3.857
C -0.446 3.149 -4.538
O -0.825 1.891 -4.010
C 0.580 4.223 -2.432
Se -0.122 2.995 -1.051
C 2.019 2.823 -3.911
Se 2.073 1.094 -2.954
H 2.466 6.418 -4.583
H 1.372 4.665 -5.716
H 0.262 5.634 -4.725
H -0.226 3.043 -5.606
H -1.268 3.865 -4.420
H -1.434 1.476 -4.631
H -0.140 5.039 -2.414
H 1.517 4.590 -2.021
H 2.878 3.364 -3.520
H 2.233 2.535 -4.940
S 2.822 -1.643 2.299
C 2.835 -2.838 3.468
N 3.998 -3.089 4.163
C 4.102 -4.030 5.123
C 3.020 -4.788 5.431
C 1.845 -4.516 4.706
N 1.745 -3.588 3.780
H 4.790 -2.512 3.920
H 5.062 -4.135 5.608
H 3.061 -5.555 6.189
H 0.944 -5.091 4.895
C -5.676 1.443 0.242
C -4.813 2.566 0.859
C -3.311 2.322 0.685
C -2.939 0.898 1.128
C -3.735 -0.152 0.308
C -4.826 0.468 -0.569
P -1.078 0.701 1.271
C -0.796 1.888 2.702
C 0.170 1.379 3.793
C 0.676 2.528 4.687
C -0.389 3.610 4.844
C -0.681 4.265 3.483
C -0.379 3.314 2.315
C -0.727 -0.939 2.087
C -0.522 -2.169 1.170
C -1.733 -3.082 0.982
C -2.308 -3.468 2.342
C -2.758 -2.221 3.097
C -1.598 -1.250 3.324
H -6.451 1.869 -0.394
H -6.188 0.886 1.029
H -5.029 2.656 1.926
H -5.060 3.526 0.405
H -2.777 3.066 1.276
H -3.024 2.481 -0.358
H -3.249 0.796 2.172
H -4.230 -0.834 0.995
H -3.084 -0.763 -0.298
H -5.455 -0.336 -0.956
H -4.402 0.984 -1.437
H -1.799 1.954 3.135
H 1.034 0.885 3.361
H -0.340 0.652 4.424
H 1.588 2.961 4.269
H 0.945 2.115 5.659
H -0.068 4.363 5.562
H -1.297 3.154 5.249
H -0.084 5.172 3.362
H -1.731 4.566 3.438
H 0.692 3.320 2.090
H -0.888 3.683 1.430
H 0.278 -0.717 2.455
H 0.258 -2.769 1.642
H -0.126 -1.858 0.210
H -1.413 -3.978 0.445
H -2.513 -2.611 0.383
H -1.538 -3.985 2.923
H -3.149 -4.153 2.216
H -3.165 -2.499 4.071
H -3.563 -1.733 2.547
H -0.925 -1.698 4.062
H -1.986 -0.331 3.767
```

* net charge: +2
* E_HOMO: -12.3 eV
* energy above the lowest of the compared OMol25 structures with the same formula, charge and spin: 27.18 kcal/mol
* orbital gap: 4.69 eV
* LUMO level: -0.279 Eh

Atom charges from the Löwdin analysis, given in e for atoms 1 to 99:
1 W 1.255
2 N 0.190
3 C -0.163
4 C -0.206
5 C 0.005
6 C -0.008
7 C -0.180
8 C -0.012
9 C 0.004
10 C -0.047
11 C -0.243
12 C 0.046
13 C -0.025
14 C -0.199
15 N -0.174
16 C -0.278
17 C 0.055
18 C -0.018
19 C -0.219
20 N -0.168
21 H 0.132
22 H 0.131
23 H 0.128
24 H 0.131
25 H 0.131
26 H 0.122
27 H 0.067
28 H 0.133
29 H 0.124
30 H 0.086
31 N 0.035
32 N 0.016
33 C -0.622
34 O 0.089
35 O -0.357
36 H 0.099
37 H 0.099
38 H 0.168
39 O -0.041
40 C -0.206
41 C -0.551
42 C -0.198
43 O -0.110
44 C -0.407
45 Se 0.828
46 C -0.416
47 Se 0.875
48 H 0.112
49 H 0.139
50 H 0.141
51 H 0.142
52 H 0.141
53 H 0.105
54 H 0.085
55 H 0.058
56 H 0.067
57 H 0.085
58 S 0.765
59 C -0.784
60 N 0.069
61 C -0.044
62 C -0.030
63 C -0.093
64 N 0.070
65 H 0.141
66 H 0.141
67 H 0.115
68 H 0.122
69 C -0.172
70 C -0.162
71 C -0.225
72 C -0.376
73 C -0.194
74 C -0.197
75 P 1.110
76 C -0.389
77 C -0.188
78 C -0.175
79 C -0.183
80 C -0.170
81 C -0.250
82 C -0.403
83 C -0.206
84 C -0.183
85 C -0.183
86 C -0.178
87 C -0.175
88 H 0.113
89 H 0.117
90 H 0.116
91 H 0.115
92 H 0.090
93 H 0.080
94 H 0.113
95 H 0.101
96 H 0.059
97 H 0.122
98 H 0.104
99 H 0.113